[1]
35
Properties=species:S:1:pos:R:3:forces:R:3 method="wB97M-V/def2-TZVPD" e_lumo_ev=-2.927 gap_ev=7.7 e_homo_ev=-10.6 de_lowest_ev=0.0000 spin_multiplicity=1 total_charge=+1
C 0.532707 -1.113832 -2.849884 -0.204 0.299 0.269
C 0.957665 -0.835771 -1.439530 0.117 -0.081 -0.237
C 1.471410 0.326375 -0.947990 -0.332 -0.244 -0.209
C 0.953207 -1.775757 -0.350048 0.043 0.110 0.255
C 1.476964 -1.108746 0.776661 -0.177 -0.002 -0.082
C 0.530359 -3.102629 -0.212231 -0.046 -0.138 -0.101
C 1.581911 -1.719179 2.023784 0.016 -0.113 0.111
C 0.635501 -3.711813 1.019265 -0.040 -0.130 -0.047
C 1.157739 -3.027855 2.127575 0.029 0.084 0.081
N 1.779636 0.176814 0.389472 0.049 0.360 0.020
H 0.498404 -0.185862 -3.424619 0.058 -0.058 -0.054
H -0.471823 -1.542828 -2.856693 0.034 -0.104 -0.121
H 1.600566 1.248535 -1.492150 0.248 0.109 0.173
H 2.148553 0.898412 0.982782 0.136 -0.145 -0.028
H 0.129383 -3.654234 -1.057618 0.047 0.093 0.058
H 1.989011 -1.203330 2.883792 0.022 0.054 -0.011
H 0.315793 -4.740527 1.131836 0.019 0.051 0.021
H 1.233837 -3.530646 3.085098 -0.018 0.000 -0.097
H 1.205560 -1.802954 -3.357983 0.001 -0.053 0.020
C -1.503772 0.885803 0.822586 0.173 -0.364 0.005
C -1.559587 0.754544 2.330977 0.036 0.179 0.167
C -1.000408 2.700518 -0.774648 0.091 -0.191 0.086
N -0.922645 2.172731 0.436096 -0.238 0.275 -0.071
N -1.670167 2.071018 -1.736821 -0.092 0.052 -0.274
N -0.401736 3.865536 -1.045987 0.067 0.072 0.024
H -0.900457 0.095934 0.371160 0.040 -0.089 0.066
H -2.514943 0.799352 0.430899 -0.147 0.158 -0.098
H -2.312491 1.422727 2.757069 0.079 -0.056 -0.037
H -0.596055 0.982973 2.796676 -0.016 -0.075 -0.098
H -0.408364 2.675131 1.141353 -0.006 0.014 0.010
H -2.063612 1.157860 -1.590270 0.076 -0.021 0.080
H -1.708448 2.435855 -2.676138 0.035 0.001 0.165
H 0.117262 4.363361 -0.342845 -0.071 -0.022 -0.008
H -0.466332 4.289867 -1.954385 -0.021 -0.019 -0.008
H -1.814643 -0.267384 2.602764 -0.009 -0.007 -0.029

---

[2]
35
Properties=species:S:1:pos:R:3:forces:R:3 method="wB97M-V/def2-TZVPD" e_lumo_ev="-6.950 / -10.281" gap_ev="9.3 / 6.4" e_homo_ev="-16.3 / -16.7" de_lowest_ev=0.0000 spin_multiplicity=2 total_charge=+2
C 2.493693 -0.529522 -0.126297 0.137 -0.517 -0.085
C 3.297104 0.177260 0.969758 -1.283 -0.021 0.233
C 1.032655 -1.942788 1.384171 0.084 0.763 0.820
N 1.235913 -1.187755 0.318650 0.343 -0.017 -0.330
N 1.999078 -2.188749 2.268912 0.490 -0.393 -0.462
N -0.215899 -2.311635 1.728065 0.283 -0.091 -0.368
H 2.116907 0.181448 -0.849548 0.148 0.378 -0.082
H 3.080953 -1.240829 -0.708517 0.075 -0.109 0.130
H 3.667089 1.108102 0.562733 0.331 0.098 0.074
H 4.100290 -0.386350 1.440878 0.042 -0.042 -0.307
H 0.467771 -1.054704 -0.326189 0.132 -0.363 0.385
H 2.978594 -2.176182 2.001420 -0.392 0.094 0.140
H 1.768126 -2.600702 3.160342 0.055 -0.047 -0.083
H -0.945573 -2.102189 1.067699 -0.139 -0.205 0.130
H -0.283742 -3.161294 2.264887 -0.361 -0.029 0.041
H 2.556038 0.411459 1.745491 0.428 0.312 0.055
C 0.280620 1.295504 -3.256200 -0.434 0.139 -0.977
C -1.744159 0.293363 -0.335119 -0.530 0.001 0.698
C -0.916775 1.242273 -0.986882 -0.079 -0.759 0.811
C -0.448957 0.627343 -2.157432 0.625 1.192 -0.288
C -0.966537 -0.672442 -2.173875 -0.671 -1.131 0.462
C -2.167095 1.782360 1.435161 0.635 0.572 0.403
C -2.440585 0.555785 0.815237 0.183 0.127 -0.368
C -1.326730 2.752259 0.846908 -0.115 -0.712 0.533
C -0.709302 2.493776 -0.344175 -0.613 0.851 -1.209
N -1.694289 -0.928229 -1.039493 0.127 0.647 -1.608
H -2.514660 1.997275 2.442429 -0.435 -0.116 -0.281
H -3.182383 -0.122560 1.194151 -0.018 -0.262 0.356
H -1.157239 3.681457 1.368930 -0.086 0.117 -0.086
H -0.304257 3.336214 -0.901319 0.590 -0.325 0.186
H -2.492323 -1.535822 -1.189131 -0.081 -0.166 0.563
H -0.913251 -1.472729 -2.907824 0.214 0.423 -0.140
H 0.440559 0.629945 -4.102483 0.169 -0.069 0.093
H 1.196702 1.837947 -3.049320 0.261 -0.266 0.560
H -0.373234 2.089950 -3.637561 -0.115 -0.072 0.001

---

[3]
33
Properties=species:S:1:pos:R:3:forces:R:3 method="wB97M-V/def2-TZVPD" e_lumo_ev="0.863 / -2.807" gap_ev="4.7 / 5.5" e_homo_ev="-3.9 / -8.3" de_lowest_ev=3.2431 spin_multiplicity=3 total_charge=0
C -0.153883 -3.599603 -1.325892 2.945 -1.011 -4.649
C -0.980703 -3.142869 -0.419770 -1.431 1.485 2.801
C 0.799927 -2.773652 -1.991722 0.087 -0.938 1.424
C -0.750313 -1.886549 0.180092 -0.989 -0.828 -0.039
C 0.991498 -1.570586 -1.388506 0.708 -0.510 -2.232
C 0.271455 -1.119345 -0.332158 -1.019 1.473 2.560
C 1.045384 0.006947 3.245348 -1.775 -1.686 0.785
C 1.185398 0.764322 2.152431 -1.371 -1.964 0.398
C -1.994853 2.099011 1.562457 3.385 -1.733 0.735
C -2.234354 1.234229 -0.810034 0.238 3.764 0.335
C 2.197148 1.538352 -1.682397 2.818 -1.714 -1.821
C -1.285138 1.906973 0.233733 -4.753 0.846 -1.780
N 2.158584 1.017888 -0.350824 -0.863 0.635 0.389
Si 0.626016 0.560424 0.383530 3.417 -0.629 -0.133
H -0.153594 -4.566058 -1.779561 -0.864 -0.862 0.226
H -1.784643 -3.765282 -0.120310 -0.632 -0.450 0.633
H 1.477002 -3.143924 -2.795907 -0.840 0.337 0.703
H -1.344487 -1.549454 1.035667 0.061 -0.149 -0.374
H 1.681155 -0.947996 -1.848091 1.389 1.232 -0.524
H 1.267193 0.282191 4.290527 0.449 0.267 -0.781
H 0.460282 -0.939250 3.247377 0.562 0.450 -0.311
H 1.630382 1.634247 2.471859 1.212 2.529 -0.304
H -2.952114 2.470761 1.434782 -1.785 1.646 -0.253
H -2.211187 1.156461 2.105325 0.455 0.022 -0.455
H -1.270524 2.634167 2.202328 -1.015 0.293 0.064
H -1.865506 0.821734 -1.685749 1.433 -0.763 -1.578
H -3.075925 1.918908 -1.189500 1.333 -0.112 0.631
H -2.770950 0.542560 -0.337515 -2.051 -3.327 1.945
H 2.828801 2.449355 -1.858021 -1.352 0.082 0.552
H 2.915732 0.832920 -2.248042 -1.154 0.521 0.144
H 1.217875 1.454171 -2.197703 0.587 0.611 0.442
H -0.989638 2.823908 -0.273216 1.160 0.157 0.608
H 3.063981 0.855038 0.089462 -0.345 0.327 -0.142

---

[4]
46
Properties=species:S:1:pos:R:3:forces:R:3 method="wB97M-V/def2-TZVPD" e_lumo_ev=-0.226 gap_ev=8.4 e_homo_ev=-8.6 smiles="C#CCB1OB(COO)OB([PH2]=O)O1.CC#N.CC#N.CC#N.CC#N" spin_multiplicity=1 total_charge=0
C 1.593219 -0.721657 0.684015 2.771 6.239 -7.261
C 2.009353 0.247607 -0.278393 -2.790 -6.880 5.561
C 2.507929 1.131430 -1.608047 -0.363 -1.063 1.109
B 1.237747 1.111146 -2.651035 -0.468 -0.040 -1.304
O 0.080471 2.041040 -2.643936 -0.677 -4.530 1.226
B -1.090101 1.115871 -2.440627 -0.057 0.001 -1.311
C -2.199532 1.299792 -1.214032 0.444 0.225 0.656
O -2.889257 -0.021551 -1.051716 5.288 1.012 -3.946
O -3.927654 0.099716 -0.266383 -5.480 -0.693 3.521
O -1.307684 -0.086625 -3.321143 3.936 0.746 2.989
B 0.015421 -0.796563 -3.208521 -0.619 4.053 -3.027
P 0.259833 -2.549410 -2.477780 5.713 -1.130 2.641
O 1.825993 -2.682920 -2.116736 -4.474 0.163 -1.461
O 1.184545 0.021557 -3.690046 -2.713 -0.383 4.113
H 1.235807 -1.672807 1.304290 0.943 2.818 -1.647
H 3.380992 0.512879 -2.120234 -2.012 1.375 1.459
H 2.861532 2.195598 -1.272016 -0.676 -2.271 -0.562
H -2.947825 2.179719 -1.405195 1.161 -1.733 0.331
H -1.583810 1.550850 -0.228191 -1.383 -0.505 -1.843
H -4.482295 -0.744601 -0.405516 1.436 1.863 -0.091
H -0.175902 -3.614141 -3.351723 -0.385 0.717 0.520
H -0.413713 -2.564715 -1.171674 -0.308 -0.129 -1.465
C 2.441198 3.108559 2.628588 0.856 0.120 -0.878
C 3.520056 3.249074 1.567180 5.867 0.737 -5.793
N 4.415035 3.365696 0.686528 -7.158 -0.865 7.098
H 2.154885 4.095524 3.002060 0.147 -0.105 -0.134
H 1.560707 2.619713 2.202686 0.236 0.011 -0.054
H 2.814352 2.506890 3.461996 0.029 0.076 -0.222
C 7.105283 0.185805 -2.783944 -0.918 0.772 0.341
C 5.994737 1.148804 -2.397179 -5.966 5.318 2.092
N 5.073444 1.947760 -2.076205 8.049 -6.190 -2.830
H 8.024794 0.740494 -2.989797 -0.221 0.011 0.064
H 7.289181 -0.518242 -1.967778 -0.128 0.170 -0.084
H 6.818794 -0.373453 -3.678915 -0.061 0.147 0.166
C -3.685712 -2.752220 2.076718 1.471 0.177 -0.460
C -2.243195 -2.573706 1.632258 7.969 0.984 -2.515
N -1.046406 -2.425703 1.263577 -9.641 -1.279 3.006
H -4.132715 -3.604869 1.558322 0.138 0.127 0.095
H -3.724202 -2.930757 3.154804 0.138 0.013 -0.314
H -4.261539 -1.852165 1.844032 0.298 -0.159 0.006
C -5.805736 -0.183059 4.499784 -0.170 -1.123 -0.496
C -6.025159 -1.563769 3.903330 -1.418 -7.554 -3.158
N -6.207182 -2.709300 3.408595 1.258 9.249 4.077
H -6.650250 0.084697 5.140610 0.096 -0.162 -0.140
H -4.889542 -0.176134 5.096583 -0.137 -0.115 -0.128
H -5.715898 0.558146 3.700808 -0.025 -0.212 0.050